One molecule with the formula C18H17ClN2O5 at a distorted geometry. Source: the OMol25 dataset; level of theory: ωB97M-V/def2-TZVPD.

Element x y z (Å)
C 3.6937 5.5750 1.9808
C 3.4651 4.6322 0.8406
C 4.1573 4.7601 -0.3551
C 3.9460 3.8749 -1.3982
C 3.0279 2.8516 -1.2549
Cl 2.7419 1.7398 -2.5437
C 2.3210 2.7102 -0.0594
O 1.4555 1.6370 0.0307
C 0.2597 1.7427 0.6415
O -0.1707 2.7508 1.1431
C -0.4729 0.4609 0.6007
C -1.7748 0.4063 1.1047
C -2.4804 -0.7679 1.0912
C -1.9607 -1.9708 0.5600
N -2.6572 -3.1349 0.7121
C -3.6606 -3.2815 1.7503
C -5.0763 -3.1881 1.1681
O -5.2588 -4.1704 0.1762
C -4.2991 -4.0357 -0.8466
C -2.8623 -4.1425 -0.3130
C -0.6498 -1.8819 0.0266
N 0.0983 -2.9767 -0.5481
O -0.3380 -3.5309 -1.5372
O 1.1609 -3.2326 -0.0295
C 0.0743 -0.6997 0.0762
C 2.5488 3.5954 0.9800
H 4.1715 5.0529 2.8091
H 4.3306 6.4025 1.6809
H 2.7461 5.9708 2.3404
H 4.8725 5.5593 -0.4784
H 4.4871 3.9769 -2.3254
H -2.2147 1.3101 1.4974
H -3.4877 -0.7627 1.4739
H -3.5051 -2.5557 2.5462
H -3.5346 -4.2866 2.1703
H -5.8254 -3.3832 1.9370
H -5.2457 -2.1877 0.7398
H -4.4956 -4.8389 -1.5575
H -4.4241 -3.0648 -1.3519
H -2.1755 -4.0148 -1.1447
H -2.7116 -5.1317 0.1321
H 1.0832 -0.6929 -0.3080
H 2.0023 3.4819 1.9028

Strongest force on any atom: 0.0246 Eh/bohr
HOMO-LUMO gap: 8.239 eV
Total charge: 0
LUMO: -0.17 eV
Energy above the lowest of the compared OMol25 structures with the same formula, charge and spin: 471.7 kJ/mol
SMILES: Cc1ccc(Cl)c(OC(=O)c2ccc(N3CCOCC3)c([N+](=O)[O-])c2)c1
Highest occupied orbital energy: -8.41 eV

These are the Mulliken partial charges, in e, on atoms 1 to 6: -1.426, 0.556, -0.649, -0.569, 0.333, -0.200